Molecular formula: C2H14N10O
Method: DFT, ωB97M-V/def2-TZVPD

Last column: natural (NBO) charge in e.
Geometry (Å):
C 9.5543 0.6580 -0.3118  0.404
C -5.9517 -0.5103 -0.2321  0.367
N -4.5888 1.0006 2.3727  -0.417
N -4.4197 1.8719 1.5333  0.123
N -5.0184 2.6923 -0.5055  0.144
N 10.1162 -0.0762 0.6506  -0.712
N 8.6708 1.6340 -0.1344  -0.694
N -7.1316 -1.6438 1.4887  -0.670
N -6.4267 -1.6733 0.3021  -0.403
N -5.0597 2.1512 0.5865  -0.001
N -5.1721 -1.6935 -2.0488  -0.656
N -5.3640 -0.4551 -1.3955  -0.380
O -4.2250 1.9282 -1.5351  -0.639
H 9.9231 0.2718 -1.3064  0.248
H -5.9739 0.3235 0.3925  0.219
H -4.0207 1.1377 3.3123  0.382
H 10.5979 -0.9959 0.4593  0.463
H 10.0844 0.2520 1.6139  0.428
H 8.4305 1.8540 0.7429  0.405
H 8.4225 2.3832 -0.8220  0.459
H -6.7222 -2.2289 2.1619  0.394
H -8.1518 -1.5623 1.2828  0.394
H -6.6610 -2.5339 -0.2772  0.425
H -4.8492 -1.4521 -3.0401  0.398
H -4.4233 -2.2128 -1.5123  0.378
H -4.7398 0.4140 -1.5980  0.441
H -4.5983 2.1442 -2.3837  0.499

Atoms 1-3, force components in eV/Å:
0.9646 -1.5766 -0.7766
-0.4434 -3.4802 -0.1529
0.1332 -1.0441 2.7406

Properties
Molar mass = 194.20 g mol⁻¹
Frontier orbital gap = 8.8 eV
Energy above the lowest of the compared OMol25 structures with the same formula, charge and spin = 6.9 kcal per mole
Energy = -706.584824 Eh
LUMO energy = -5.3104 eV
Charge = +2
HOMO level = -0.5188 hartree

***

Molecular formula: C21H41O6
Method: DFT, ωB97M-V/def2-TZVPD

Last column: natural (NBO) charge in e.
Geometry (Å):
C -1.5492 3.4267 3.6544  -0.642
C -0.1670 3.3134 4.2878  -0.003
C -0.0467 3.0342 5.6465  -0.214
C 1.2095 2.8974 6.2188  -0.226
C 2.3513 3.0545 5.4394  -0.247
C 2.2293 3.3497 4.0865  0.055
C 3.4751 3.5126 3.2147  -0.541
C 3.2146 2.8242 1.8478  0.768
O 3.2789 1.5797 1.8595  -0.769
O 2.9234 3.5647 0.8759  -0.821
C 0.9718 3.4878 3.5030  -0.230
H -1.5241 2.8443 2.7313  0.216
H -2.2505 2.9333 4.3147  0.228
H -1.8205 4.4644 3.4649  0.205
H -0.9478 2.9097 6.2377  0.185
H 1.3177 2.6776 7.2760  0.191
H 3.3383 2.9379 5.8698  0.199
H 4.2888 2.9807 3.7098  0.204
H 3.7015 4.5726 3.0887  0.208
H 0.8679 3.7237 2.4511  0.238
C 0.5421 1.4443 -1.8338  -0.637
C 0.5138 2.8554 -2.4056  0.104
C 1.7294 3.1160 -3.2857  -0.632
O 0.4627 3.8032 -1.3524  -0.740
H 1.4245 1.3028 -1.2042  0.237
H -0.3315 1.2699 -1.2042  0.210
H 0.5549 0.6927 -2.6288  0.183
H -0.3985 2.9967 -2.9926  0.150
H 2.6452 3.0210 -2.6977  0.220
H 1.6995 4.1309 -3.6856  0.205
H 1.7759 2.4118 -4.1211  0.189
H 1.2707 3.6786 -0.8254  0.503
C -6.1070 0.5529 4.5431  -0.629
C -5.3311 1.7455 5.0830  0.095
C -6.2491 2.9291 5.3519  -0.629
O -4.3032 2.1190 4.1707  -0.710
H -6.5857 0.8085 3.5935  0.195
H -5.4352 -0.2848 4.3551  0.221
H -6.8800 0.2308 5.2434  0.204
H -4.8225 1.4616 6.0057  0.175
H -6.7317 3.2548 4.4261  0.195
H -5.6780 3.7742 5.7372  0.220
H -7.0262 2.6736 6.0748  0.204
H -4.7207 2.3784 3.3419  0.461
C 1.1037 -2.7839 -3.7237  -0.642
C 0.5660 -2.5651 -5.1287  0.097
C -0.2761 -1.3025 -5.2170  -0.630
O -0.2078 -3.6986 -5.5398  -0.729
H 0.2809 -2.9009 -3.0125  0.197
H 1.7001 -3.6953 -3.6840  0.236
H 1.7206 -1.9449 -3.3981  0.219
H 1.3977 -2.4974 -5.8319  0.169
H -1.1414 -1.3705 -4.5518  0.198
H -0.6562 -1.1637 -6.2305  0.209
H 0.3029 -0.4214 -4.9372  0.218
H -0.9477 -3.7762 -4.9283  0.457
C 3.1528 -8.3012 -3.8768  -0.629
C 2.1334 -7.1793 -4.0104  0.096
C 1.6402 -7.0401 -5.4431  -0.637
O 2.6960 -5.9470 -3.5684  -0.715
H 4.0285 -8.0957 -4.4989  0.195
H 3.4971 -8.3846 -2.8455  0.217
H 2.7299 -9.2597 -4.1826  0.206
H 1.2873 -7.3753 -3.3501  0.174
H 2.4732 -6.7978 -6.1096  0.193
H 0.9149 -6.2289 -5.5209  0.240
H 1.1752 -7.9634 -5.7941  0.203
H 3.4470 -5.7424 -4.1357  0.458

Atoms 1-3, force components in eV/Å:
1.0202 -0.6417 0.3967
-0.3601 0.3713 -0.4151
0.1029 -0.0580 -0.0942

Properties
Molar mass = 389.55 g mol⁻¹
Frontier orbital gap = 6.7 eV
Energy = -1276.266003 Eh
LUMO energy = 2.3133 eV
Charge = -1
HOMO level = -0.1625 hartree

***

Molecular formula: C31H50Cl40N3O4S
Method: DFT, ωB97M-V/def2-TZVPD

Last column: Mulliken charge in e.
Geometry (Å):
C 5.4744 -0.8530 0.1089  -0.855
C 6.7525 -0.6893 0.8723  0.708
O 7.5979 -1.5438 0.8671  -0.599
O 6.9279 0.4773 1.5633  -0.230
C 6.6924 0.3257 2.9925  -1.125
C 5.9954 1.5200 3.6335  0.705
C 5.4211 1.1001 5.0171  -0.108
O 4.5843 0.1839 5.0257  -0.764
O 5.8426 1.7782 5.9932  -0.697
N 4.8697 2.1339 2.9052  0.562
N 4.0225 1.1573 2.2670  -0.434
C 2.8352 1.3519 2.3722  0.407
S 1.3563 1.7168 2.7101  -0.352
C 5.2224 3.2329 2.0674  -0.280
C 5.4424 4.4608 2.6679  -0.387
C 5.7893 5.5078 1.8250  -0.445
C 5.9161 5.2801 0.4753  -0.465
N 5.7068 4.1105 -0.1364  -0.673
C 5.3541 3.1279 0.6911  -0.039
H 5.3033 -0.0048 -0.5494  0.294
H 4.6348 -0.9533 0.7845  0.213
H 5.5485 -1.7434 -0.5020  0.348
H 6.1981 -0.6099 3.2381  0.499
H 7.6766 0.2731 3.4570  0.339
H 6.7202 2.3044 3.8198  0.373
H 5.3579 4.5980 3.7341  0.756
H 5.9533 6.4988 2.2176  0.434
H 6.2101 6.1082 -0.1596  0.371
H 5.1502 2.1673 0.2459  0.353
C 0.8693 5.6763 0.9792  -0.521
Cl -0.3282 5.4418 2.2777  -0.120
Cl 2.3683 4.8264 1.3437  0.106
H 0.4549 5.2968 0.0579  0.207
H 1.0886 6.7356 0.8910  0.326
C 8.5327 3.5462 6.7743  0.642
Cl 8.6636 5.3120 6.8989  -0.181
Cl 9.5469 2.8957 5.4833  -0.197
H 8.8467 3.1101 7.7138  0.344
H 7.5025 3.2763 6.5535  -0.615
C -2.2556 5.3059 -1.9176  0.515
Cl -1.0794 6.3882 -1.1519  -0.146
Cl -1.5053 3.8099 -2.4789  -0.126
H -3.0071 5.0551 -1.1778  0.205
H -2.7047 5.8181 -2.7637  -0.436
C -2.2808 5.8952 -6.3057  -0.352
Cl -3.4441 5.7255 -4.9814  -0.138
Cl -0.7718 5.0450 -5.9801  -0.130
H -2.7274 5.4809 -7.2022  0.304
H -2.0674 6.9494 -6.4367  0.309
C 1.7381 -9.7521 0.3368  -0.354
Cl 1.3047 -8.1467 0.9179  -0.107
Cl 1.4487 -9.9074 -1.4061  -0.090
H 2.7896 -9.9256 0.5312  0.314
H 1.1289 -10.4837 0.8538  0.245
C 4.9213 3.6161 7.2031  0.755
Cl 3.4714 4.6285 7.4073  -0.223
Cl 6.0455 3.8051 8.5615  -0.189
H 4.6244 2.5774 7.1331  0.256
H 5.4256 3.9115 6.2930  -0.538
C -1.7317 -7.6544 -1.9486  -0.266
Cl -2.1571 -6.0348 -1.3762  -0.118
Cl -2.0167 -7.8149 -3.6897  -0.092
H -0.6817 -7.8317 -1.7454  0.216
H -2.3470 -8.3816 -1.4317  0.246
C -4.4581 -3.9706 0.9235  -0.096
Cl -4.8489 -5.1691 2.1660  -0.051
Cl -5.9334 -3.1168 0.4311  -0.195
H -3.7417 -3.2645 1.3218  0.354
H -4.0499 -4.4811 0.0606  0.004
C -3.6682 7.1763 2.4238  -0.192
Cl -4.6472 8.5352 2.9933  -0.180
Cl -3.9799 6.8060 0.7230  -0.088
H -2.6208 7.4294 2.5308  0.143
H -3.9090 6.3022 3.0159  0.308
C 1.8239 7.0958 5.0298  -0.591
Cl 3.1107 6.4588 4.0129  0.041
Cl 0.6102 5.8628 5.3896  -0.130
H 2.2579 7.4387 5.9617  0.351
H 1.3366 7.9147 4.5132  0.356
C -5.6266 -7.6697 -1.8289  0.109
Cl -5.0505 -9.2537 -1.2802  -0.178
Cl -6.9350 -7.0686 -0.8064  -0.147
H -4.8016 -6.9680 -1.7905  -0.083
H -5.9937 -7.7688 -2.8428  0.304
C -0.7825 -7.2825 -7.3650  0.072
Cl -0.3380 -5.8546 -8.3082  -0.166
Cl -1.8229 -8.3811 -8.2811  -0.163
H 0.1207 -7.8123 -7.0879  0.184
H -1.3168 -6.9594 -6.4802  0.059
C -1.7909 -7.3395 3.7975  0.005
Cl -0.8450 -8.6912 4.4366  -0.177
Cl -1.5436 -7.1220 2.0621  -0.048
H -2.8414 -7.5372 3.9739  -0.065
H -1.4853 -6.4320 4.3039  0.309
C -1.5785 1.2625 -7.2014  -0.350
Cl -3.0576 2.2342 -7.2591  -0.100
Cl -0.5774 1.6611 -5.8037  -0.127
H -1.8560 0.2172 -7.1414  0.291
H -1.0071 1.4525 -8.1018  0.289
C -3.1396 9.4958 -3.5928  -0.295
Cl -3.8808 8.5549 -2.2900  -0.079
Cl -3.7059 8.9947 -5.1947  -0.151
H -3.4017 10.5368 -3.4510  0.330
H -2.0649 9.3644 -3.5464  0.212
C -7.2522 2.4651 -6.3188  -0.431
Cl -5.9900 3.4767 -5.6063  -0.028
Cl -6.6178 0.9450 -6.9570  -0.128
H -7.9814 2.2368 -5.5508  0.270
H -7.7148 3.0137 -7.1299  0.321
C -2.4371 0.4976 -0.2270  -0.154
Cl -1.2402 -0.3418 -1.2122  -0.167
Cl -3.7997 -0.5641 0.1907  -0.118
H -1.9639 0.8306 0.6894  0.274
H -2.8212 1.3405 -0.7895  0.140
C -6.8024 -6.3536 5.0345  -0.206
Cl -5.8230 -7.5297 4.1498  -0.163
Cl -8.4394 -6.9484 5.3348  -0.167
H -6.3263 -6.1550 5.9866  0.299
H -6.8650 -5.4481 4.4423  0.212
C -0.2351 -11.3950 -4.6403  -0.181
Cl 0.7991 -9.9640 -4.6820  -0.154
Cl 0.0124 -12.4363 -6.0469  -0.168
H -0.0018 -11.9587 -3.7449  0.283
H -1.2688 -11.0695 -4.6269  0.223
C -5.9513 -0.9578 -2.9081  0.137
Cl -5.5295 0.7491 -3.0916  -0.099
Cl -5.4610 -1.9174 -4.3108  -0.167
H -5.4456 -1.3435 -2.0306  -0.127
H -7.0254 -1.0375 -2.7937  0.275

Atoms 1-3, force components in eV/Å:
0.0818 0.1466 -0.3540
0.5077 -0.3674 0.0606
0.0591 0.0854 0.1501

Properties
Molar mass = 1978.95 g mol⁻¹
Frontier orbital gap = 6.8 eV
Energy above the lowest of the compared OMol25 structures with the same formula, charge and spin = 0.0 kcal per mole
Energy = -20482.281133 Eh
LUMO energy = 1.2715 eV
Charge = -1
HOMO level = -0.2034 hartree

***

Question: What is the molar mass in the first record?
Answer: 194.20 g mol⁻¹

***

Question: Among the records above, which one has the highest energy?
Answer: C2H14N10O